[1]
Entry from OMol25: 2 unconnected molecules or ions with the total composition C4H11NO in a non-equilibrium geometry (ωB97M-V/def2-TZVPD).

```
17
Properties=species:S:1:pos:R:3:lowdin_charge:R:1
C 1.500 0.362 -1.124 -0.175
C -0.030 0.523 -0.803 -0.205
C -0.339 -0.506 0.300 -0.223
N 0.958 -0.629 1.057 -0.085
C 1.997 -0.579 -0.008 -0.248
H 2.015 1.349 -1.177 0.103
H 1.649 -0.094 -2.113 0.096
H -0.374 1.516 -0.517 0.091
H -0.653 0.167 -1.617 0.090
H -1.103 -0.109 1.016 0.102
H -0.419 -1.462 -0.227 0.113
H 1.058 0.330 1.515 0.118
H 2.985 -0.255 0.305 0.099
H 2.122 -1.592 -0.421 0.105
O -3.251 0.568 0.688 -0.055
H -2.785 1.313 0.308 0.028
H -3.875 0.174 0.074 0.044
```

As for the LUMO energy: 0.78 eV. The HOMO-LUMO gap is 9.8 eV. Its largest force on an atom is 2.5 eV Å⁻¹. As for the SMILES: C1CCNC1.O. As for the total charge: 0.

***

[2]
Entry from OMol25: a molecular structure, C4H11NO in a non-equilibrium geometry (ωB97M-V/def2-TZVPD).

```
17
Properties=species:S:1:pos:R:3:lowdin_charge:R:1
C 0.844 0.127 0.437 -0.230
C -1.251 -0.489 0.373 -0.300
C 1.850 -0.744 -0.260 -0.083
C 0.989 1.613 0.262 -0.081
N -2.862 -0.693 -0.588 -0.040
O -0.707 -0.196 -0.765 -0.088
H 0.744 -0.146 1.492 0.126
H -3.356 0.127 -0.940 -0.015
H -2.984 -1.476 -1.228 -0.015
H -1.564 0.293 1.074 0.102
H -1.153 -1.506 0.771 0.105
H 1.051 1.874 -0.793 0.088
H 0.150 2.150 0.708 0.082
H 1.908 -0.497 -1.319 0.086
H 1.594 -1.799 -0.157 0.083
H 2.842 -0.595 0.182 0.089
H 1.906 1.958 0.753 0.090
```

As for the LUMO energy (spin up / spin down): 0.38 / 0.38 eV. The HOMO-LUMO gap (spin up / spin down) is 7.6 / 7.6 eV. Its largest force on an atom is 7.4 eV Å⁻¹. As for the total charge: 0.

***

[3]
Entry from OMol25: 2 unconnected molecules or ions with the total composition C4H11NO in a non-equilibrium geometry (ωB97M-V/def2-TZVPD).

```
17
Properties=species:S:1:pos:R:3:lowdin_charge:R:1
C -2.026 0.074 1.719 -0.092
C -1.003 0.742 0.714 -0.282
C -0.983 -0.160 -0.511 -0.141
C -0.238 0.421 -1.573 -0.164
N -0.206 -0.321 -2.807 -0.002
H -1.698 -0.996 1.706 0.080
H -1.848 0.598 2.672 0.075
H -2.910 0.186 1.292 0.008
H 0.078 0.684 1.086 0.120
H -1.293 1.731 0.368 0.090
H -1.149 -1.182 -0.418 0.063
H -0.029 1.554 -1.561 0.130
H -0.252 -1.304 -2.652 0.056
H 0.494 -0.249 -3.521 0.058
O 4.400 -0.311 1.563 -0.142
H 4.120 -1.266 1.391 0.053
H 4.544 -0.199 0.531 0.088
```

As for the LUMO energy: 0.63 eV. The HOMO-LUMO gap is 8.4 eV. Its largest force on an atom is 6.8 eV Å⁻¹. As for the SMILES: CC/C=C/N.O. As for the total charge: 0.

***

[4]
Entry from OMol25: 2 unconnected molecules or ions with the total composition C4H11NO in a non-equilibrium geometry (ωB97M-V/def2-TZVPD).

```
17
Properties=species:S:1:pos:R:3:lowdin_charge:R:1
C 2.092 -0.086 -0.076 0.000
C 1.857 1.252 0.596 -0.513
N 0.601 1.882 0.426 0.156
O 2.631 1.861 1.326 0.031
H 1.909 -0.052 -1.123 0.076
H 1.580 -0.754 0.598 0.082
H 3.116 -0.331 -0.071 0.064
H 0.544 2.863 0.463 0.087
H -0.088 1.528 -0.106 -0.019
C -2.188 -1.718 -0.401 -0.117
C -1.382 -0.352 -0.132 -0.163
H -1.622 -2.067 -1.271 0.062
H -2.013 -2.444 0.357 0.048
H -3.198 -1.432 -0.526 0.042
H -2.066 0.302 0.488 0.087
H -1.105 0.184 -1.074 0.082
H -0.670 -0.637 0.526 -0.005
```

As for the LUMO energy: 0.80 eV. The HOMO-LUMO gap is 10.6 eV. Its largest force on an atom is 4.5 eV Å⁻¹. As for the SMILES: CC(N)=O.CC. As for the total charge: 0.

***

no.,calculated total energy (Ha)
1,-288.96464
2,-288.80856
3,-288.90734
4,-288.96664